Computed, not measured: a 3-piece molecular cluster, C27H34F24N2O7S overall, with the ωB97M-V functional and the def2-TZVPD basis.

Each line ends with the Löwdin charge.
Atoms and positions in Å:
H 1.2365 -3.3107 2.5344  0.078
N 0.7132 -2.5159 2.1599  0.173
C 1.2157 -1.4575 2.5978  -0.403
C 2.4110 -1.5664 3.5910  -0.037
C 0.7316 -0.0382 2.2889  -0.070
C 0.5348 0.3618 0.7945  -0.213
C 1.6570 -0.1679 -0.1736  -0.285
C 3.0710 0.0947 0.3797  -0.132
C 3.3022 1.5923 0.7504  -0.204
C 4.7994 1.9327 0.9439  -0.194
C 4.8837 3.3810 1.5107  -0.159
C 4.4052 3.4151 2.9998  -0.239
O 3.6519 4.5703 3.3012  -0.177
C 2.2862 4.3055 3.5661  -0.114
O 1.4025 -1.4720 -0.6587  -0.136
C 2.4225 -2.4328 -0.4899  -0.103
N -0.8357 0.2610 0.2506  -0.171
C -1.0686 0.9934 -0.9933  -0.062
C -2.2163 2.0574 -0.9015  -0.478
O -2.9802 2.1163 -1.7641  0.182
F -2.3005 2.9266 0.1118  0.132
S -1.7501 -1.0706 0.5369  0.725
O -1.3116 -2.2766 -0.0828  -0.255
O -1.9898 -1.3566 1.9185  -0.250
C -3.5076 -0.8791 -0.1219  -0.455
F -3.5515 -0.6886 -1.4295  0.151
F -4.0193 -2.0948 0.0809  0.136
C -4.3949 0.1142 0.6998  -0.382
F -3.6787 0.9043 1.4921  0.159
F -5.0639 0.8693 -0.1774  0.167
C -5.4803 -0.5472 1.6003  -0.600
F -6.0677 0.4633 2.2574  0.168
F -4.9999 -1.3380 2.5137  0.224
F -6.4387 -1.1071 0.9054  0.210
H 3.1046 -2.3468 3.2437  0.078
H 2.0486 -1.8772 4.5818  0.084
H 2.9498 -0.6131 3.6997  0.063
H -0.1692 0.1373 2.8990  0.130
H 1.4873 0.6479 2.6954  0.090
H 0.7344 1.4494 0.7965  0.141
H 1.5858 0.5001 -1.0610  0.143
H 3.8480 -0.1149 -0.3704  0.125
H 3.3290 -0.5139 1.2585  0.106
H 2.6561 1.9371 1.5681  0.082
H 2.9836 2.1559 -0.1495  0.124
H 5.2420 1.9849 -0.0636  0.115
H 5.3313 1.1939 1.5598  0.118
H 4.1362 3.9646 0.9462  0.113
H 5.8723 3.8351 1.3816  0.108
H 5.3175 3.3828 3.6218  0.124
H 3.8730 2.4714 3.1985  0.097
H 1.6430 4.5237 2.6930  0.087
H 2.0905 3.2972 3.9606  0.081
H 1.9696 5.0122 4.3516  0.089
H 2.0191 -3.3781 -0.8830  0.089
H 2.7060 -2.6349 0.5508  0.074
H 3.3250 -2.2360 -1.0957  0.093
H -0.1979 1.5675 -1.3312  0.115
H -1.2615 0.2833 -1.8094  0.149
F 0.8134 6.0628 -4.6619  0.097
C 0.8658 5.1920 -3.6351  -0.296
F 2.0352 4.5105 -3.7474  0.092
C -0.3041 4.2107 -3.6635  -0.420
F -0.2545 3.4306 -4.7606  0.142
F -0.1470 3.3689 -2.5892  0.086
C -1.7072 4.8292 -3.5468  -0.042
O -2.4152 5.0364 -4.7563  0.055
C -2.1662 6.1985 -5.4686  -0.529
F -1.4229 7.0514 -4.7357  0.138
F -3.3614 6.7960 -5.6606  0.151
C -1.5422 5.9101 -6.8340  -0.278
F -0.3868 5.2241 -6.7037  0.095
F -1.2566 7.0712 -7.4674  0.101
H 0.8871 5.7507 -2.6947  0.175
H -2.3114 4.0985 -3.0097  0.129
H -1.7131 5.7188 -2.9154  0.151
H -2.2250 5.3247 -7.4539  0.177
F -1.2003 -8.5559 -0.2453  0.090
C -0.3995 -7.6349 -0.8219  -0.295
F 0.7971 -8.2360 -1.0503  0.089
C -0.1999 -6.4125 0.0713  -0.434
F 0.4496 -6.7525 1.2093  0.125
F 0.6281 -5.5588 -0.5979  0.100
C -1.4644 -5.6162 0.4291  -0.041
O -2.0625 -5.8964 1.6882  0.052
C -2.9369 -6.9629 1.7755  -0.532
F -3.2380 -7.4314 0.5474  0.136
F -4.0871 -6.4786 2.2964  0.145
C -2.4121 -8.0600 2.7022  -0.279
F -1.2132 -8.5181 2.2862  0.095
F -3.2671 -9.1109 2.7100  0.096
H -0.8252 -7.3490 -1.7878  0.174
H -1.1482 -4.5758 0.5123  0.121
H -2.1981 -5.6208 -0.3776  0.150
H -2.3032 -7.6828 3.7215  0.175

Properties
SMILES string: [H]/N=C(\C)C[C@@H]([C@@H](CCCCCOC)OC)N(CC(=O)F)S(=O)(=O)C(F)(F)C(F)(F)C(F)(F)F.FC(F)C(F)(F)COC(F)(F)C(F)F.FC(F)C(F)(F)COC(F)(F)C(F)F
Electronic energy in eV: -121914.21118
Total charge: 0
Molar mass in g mol⁻¹: 986.6